Computed, not measured: a structure of composition C26H27N5O7S3Sn, with wB97M-V/def2-TZVPD.

As for the charge: -2. For the lowest unoccupied orbital energy, the calculation gives 3.59 eV. For the HOMO-LUMO gap, the calculation gives 5.33 eV.

Positions of all 69 atoms, in Å:
Sn (0.2879, -0.2982, 0.0245)
O (-3.6055, -0.9391, -1.7965)
C (-2.8615, -1.2205, -0.8225)
O (-2.2057, -0.3858, -0.1275)
C (-2.7668, -2.6702, -0.4209)
C (-3.9591, -3.3132, -0.0913)
C (-3.9793, -4.6334, 0.3263)
C (-2.7792, -5.3329, 0.3989)
C (-1.5926, -4.7092, 0.0575)
C (-1.5540, -3.3706, -0.3672)
S (0.0027, -2.7429, -0.9073)
H (-4.8800, -2.7459, -0.1652)
H (-4.9161, -5.1138, 0.5858)
H (-2.7689, -6.3698, 0.7175)
H (-0.6532, -5.2468, 0.1038)
O (4.6490, 0.8517, -0.3320)
C (3.5623, 0.4890, 0.1288)
O (2.6390, -0.1366, -0.5115)
C (3.2488, 0.7986, 1.6441)
O (4.1580, 0.6994, 2.4821)
O (2.0298, 1.1041, 1.8586)
O (0.1486, -0.9178, 2.5974)
S (-0.1358, 0.4040, 3.2680)
C (1.1319, 0.6125, 4.5663)
C (0.4324, 0.6040, 5.9183)
C (-0.6681, -0.4496, 5.8075)
C (-1.4136, -0.0960, 4.5314)
H (1.6887, 1.5186, 4.3403)
H (1.7961, -0.2399, 4.4235)
H (-0.0191, 1.5825, 6.1122)
H (1.1316, 0.3932, 6.7312)
H (-1.3192, -0.4678, 6.6865)
H (-0.2110, -1.4368, 5.6996)
H (-2.0774, 0.7627, 4.6713)
H (-1.9648, -0.9223, 4.0864)
N (-4.3507, -2.4546, -9.7616)
C (-3.7246, -2.0832, -8.8718)
C (-2.9302, -1.6113, -7.7796)
C (-3.3211, -1.8155, -6.4544)
C (-2.5423, -1.3618, -5.4123)
C (-1.3475, -0.6839, -5.6692)
C (-0.9606, -0.4690, -6.9917)
C (-1.7403, -0.9295, -8.0323)
N (-0.5681, -0.2129, -4.6123)
C (0.7046, 0.3578, -4.6631)
C (1.0106, 0.6928, -3.3834)
N (-0.0399, 0.3568, -2.5530)
C (-0.9511, -0.1869, -3.2995)
H (-4.2458, -2.3376, -6.2478)
H (-2.8640, -1.5322, -4.3908)
H (-0.0502, 0.0692, -7.2109)
H (-1.4357, -0.7584, -9.0563)
H (1.2779, 0.4401, -5.5686)
H (1.9098, 1.1312, -2.9741)
H (-1.9051, -0.5458, -2.9392)
C (-2.5822, 2.5184, -3.4051)
N (-1.7967, 3.3530, -2.5029)
C (-1.6262, 3.1684, -1.1613)
S (-0.2166, 3.7102, -0.4228)
N (-2.6183, 2.6593, -0.4152)
C (-3.9664, 2.2845, -0.8083)
H (-1.9560, 2.2152, -4.2474)
H (-3.4448, 3.0617, -3.8027)
H (-2.9275, 1.6146, -2.9110)
H (-0.9732, 3.7660, -2.9022)
H (-2.2938, 2.2772, 0.4570)
H (-4.0221, 1.2805, -1.2314)
H (-4.3596, 3.0199, -1.5113)
H (-4.5833, 2.3018, 0.0905)

Cartesian forces (eV/Å) of the 3 atoms listed first:
1.113 0.870 0.570
0.146 0.036 -0.015
0.125 0.306 0.116


Computed, not measured: an isolated molecule of C26H27NO4S2, with wB97M-V/def2-TZVPD.

For the lowest unoccupied orbital energy, the calculation gives -1.00 eV. For the HOMO-LUMO gap, the calculation gives 5.63 eV.

Positions of all 60 atoms, in Å:
C (1.7936, -3.0716, 3.1022)
C (2.1843, -2.4644, 1.9045)
C (2.0782, -1.0776, 1.7452)
C (1.5385, -0.3001, 2.7733)
S (1.2908, 1.4777, 2.5480)
C (-0.1392, 1.7811, 1.5543)
C (-0.1787, 2.7013, 0.3662)
S (-1.3675, 0.5601, 1.4056)
C (-2.1740, -0.1663, 2.8281)
C (-2.0429, -1.5490, 2.9479)
C (-2.9896, -2.2678, 3.6725)
C (-4.0416, -1.6010, 4.3022)
C (-4.1343, -0.2071, 4.2246)
C (-3.2233, 0.5202, 3.4602)
O (-2.5055, 1.2177, 0.7716)
O (-0.7248, -0.5810, 0.7387)
O (1.1062, 1.9996, 3.8846)
O (2.4230, 1.9245, 1.7462)
C (1.2688, -0.8855, 4.0121)
C (1.3414, -2.2747, 4.1557)
H (1.8628, -4.1596, 3.2192)
H (2.5730, -3.0675, 1.0839)
H (2.4110, -0.6060, 0.8258)
H (-1.1160, 3.2976, 0.4700)
H (0.6105, 3.4264, 0.5929)
H (-1.2150, -2.0464, 2.4555)
H (-2.8944, -3.3475, 3.7091)
H (-4.7968, -2.1703, 4.8470)
H (-4.9398, 0.3192, 4.7344)
H (-3.3121, 1.5967, 3.3351)
H (0.9727, -0.2618, 4.8499)
H (1.0455, -2.7284, 5.1028)
C (1.8136, 4.3781, -1.6930)
N (0.4171, 4.3803, -2.1837)
C (-0.3994, 3.3854, -1.9100)
C (0.0289, 2.2253, -1.0459)
C (-0.7703, 1.0519, -1.6976)
C (-1.9810, 1.6294, -2.4233)
C (-1.6618, 3.1247, -2.6544)
C (0.0952, 5.3276, -3.2186)
C (1.0179, 5.5328, -4.2411)
C (0.6334, 6.2578, -5.3692)
C (-0.6443, 6.8364, -5.4193)
C (-1.5343, 6.6917, -4.3532)
C (-1.1738, 5.9352, -3.2375)
H (2.2184, 5.3643, -1.9068)
H (1.8515, 4.2298, -0.6136)
H (2.4262, 3.6217, -2.1965)
H (1.0800, 1.9646, -1.1381)
H (-0.0512, 0.7549, -2.4754)
H (-0.9753, 0.1475, -1.1240)
H (-2.1811, 1.1036, -3.3668)
H (-2.8440, 1.4999, -1.7693)
H (-2.4997, 3.7667, -2.3374)
H (-1.5173, 3.2830, -3.7328)
H (2.0186, 5.0980, -4.1517)
H (1.3382, 6.3641, -6.1856)
H (-0.9491, 7.3804, -6.3137)
H (-2.5116, 7.1739, -4.3737)
H (-1.8480, 5.8157, -2.3919)

Cartesian forces (eV/Å) of the 3 atoms listed first:
-0.074 0.162 0.001
0.050 0.362 0.070
-0.238 -0.325 0.135


Taking the records one at a time from the top gives energy values of -87524.128, -58746.401 eV.
Taking the records one at a time from the top gives relative energy (zero: lowest compared OMol25 entry of this formula, charge and spin) values of 20.7, 23.4 kcal/mol.